Entry 1:
C46H50F3N3O2 | ωB97M-V with the def2-TZVPD basis set

Structure (XYZ):
```
104
Properties=species:S:1:pos:R:3
N -16.64 -12.99 -0.52
C -15.94 -12.11 0.34
C -16.22 -10.82 0.08
C -17.36 -10.87 -0.78
C -17.60 -12.17 -1.12
H -16.49 -13.96 -0.76
H -15.17 -12.49 1.00
H -15.74 -9.95 0.51
H -17.92 -10.03 -1.17
H -18.31 -12.49 -1.87
N -22.75 -10.38 2.98
C -22.62 -9.83 1.70
C -23.16 -10.66 0.77
C -23.81 -11.61 1.54
C -23.62 -11.49 2.92
H -22.36 -9.95 3.80
H -21.88 -9.06 1.55
H -23.17 -10.59 -0.31
H -24.43 -12.38 1.10
H -23.92 -11.96 3.84
N -23.29 -10.50 -5.52
C -22.76 -9.24 -5.77
C -21.49 -9.40 -6.31
C -21.35 -10.74 -6.58
C -22.51 -11.46 -6.10
H -24.13 -10.70 -5.00
H -23.25 -8.33 -5.48
H -20.95 -8.50 -6.55
H -20.61 -11.23 -7.19
H -22.69 -12.53 -6.09
C -18.97 -7.73 8.77
C -18.00 -6.70 8.83
C -17.17 -6.53 7.74
C -17.53 -7.20 6.56
C -18.45 -8.17 6.42
C -19.13 -8.51 7.60
H -19.54 -7.92 9.66
H -17.74 -6.26 9.78
H -16.24 -5.98 7.69
H -16.96 -6.95 5.69
H -18.60 -8.51 5.40
H -19.81 -9.34 7.52
C -24.94 -9.32 9.14
C -25.52 -8.55 8.16
C -26.18 -7.32 8.42
C -26.20 -6.90 9.75
C -25.71 -7.72 10.71
C -25.17 -8.96 10.44
H -24.53 -10.28 8.84
H -25.54 -8.85 7.12
H -26.69 -6.74 7.66
H -26.75 -6.02 10.07
H -25.91 -7.43 11.73
H -24.92 -9.67 11.21
C -21.61 -15.31 7.43
C -22.37 -15.89 8.43
C -23.55 -16.66 8.23
C -23.89 -16.96 6.93
C -23.05 -16.46 5.93
C -21.96 -15.66 6.15
H -20.80 -14.60 7.47
H -22.23 -15.70 9.49
H -24.05 -16.87 9.17
H -24.72 -17.57 6.61
H -23.33 -16.77 4.93
H -21.46 -15.39 5.23
C -28.26 -12.34 -5.62
C -27.45 -13.20 -4.79
C -27.67 -13.12 -3.41
C -28.58 -12.29 -2.86
C -29.38 -11.49 -3.70
C -29.25 -11.55 -5.09
H -28.08 -12.38 -6.69
H -26.72 -13.86 -5.22
H -26.97 -13.54 -2.70
H -28.71 -12.25 -1.79
H -30.07 -10.80 -3.24
H -29.92 -10.95 -5.69
C -26.63 -6.70 -0.08
C -25.64 -6.12 0.69
C -24.81 -5.13 0.15
C -24.93 -4.84 -1.25
C -25.98 -5.32 -1.97
C -26.75 -6.33 -1.42
H -27.09 -7.62 0.26
H -25.35 -6.52 1.65
H -24.01 -4.64 0.69
H -24.17 -4.18 -1.64
H -26.00 -5.10 -3.02
H -27.41 -6.83 -2.12
C -29.79 -12.96 6.02
C -30.00 -13.65 4.63
O -29.67 -15.04 4.66
C -30.49 -15.92 5.33
O -31.40 -15.66 6.06
C -30.17 -17.37 4.96
F -31.37 -17.88 4.50
F -29.26 -17.45 3.96
F -29.77 -18.08 6.03
H -30.26 -13.50 6.84
H -30.33 -12.02 6.04
H -28.73 -12.95 6.28
H -29.49 -13.19 3.79
H -31.07 -13.63 4.41
```

Its SMILES is CCOC(=O)C(F)(F)F.c1cc[nH]c1.c1cc[nH]c1.c1cc[nH]c1.c1ccccc1.c1ccccc1.c1ccccc1.c1ccccc1.c1ccccc1. The total energy is -2397.01454 Eh. As for the orbital gap: 8.06 eV.

=====

Entry 2:
C46H51BaN7O5PSSe2Te2 | ωB97M-V with the def2-TZVPD basis set

Structure (XYZ):
```
116
Properties=species:S:1:pos:R:3
Ba -0.39 -0.61 -0.18
C -5.71 -0.36 -0.83
N -4.81 -0.96 -1.81
C -5.40 -1.74 -2.89
C -3.49 -0.90 -1.63
O -2.96 -0.42 -0.62
C -2.63 -1.33 -2.80
O -1.32 -0.86 -2.52
C -0.49 -0.66 -3.62
C 0.51 0.41 -3.21
O 0.43 0.95 -2.11
N 1.43 0.80 -4.12
C 2.31 1.92 -3.84
C 1.64 0.17 -5.41
H -6.55 0.10 -1.36
H -5.17 0.41 -0.28
H -6.07 -1.10 -0.12
H -6.47 -1.77 -2.75
H -5.03 -2.77 -2.87
H -5.18 -1.30 -3.87
H -3.00 -0.87 -3.72
H -2.62 -2.43 -2.94
H -1.06 -0.30 -4.49
H 0.01 -1.59 -3.91
H 2.05 2.33 -2.87
H 2.17 2.69 -4.61
H 3.35 1.59 -3.84
H 1.06 -0.74 -5.51
H 2.70 -0.09 -5.51
H 1.38 0.85 -6.22
N 2.49 -3.63 3.31
C 3.64 -3.70 2.57
C 4.86 -4.34 2.77
C 5.82 -4.19 1.79
C 5.58 -3.42 0.65
C 4.37 -2.78 0.45
C 3.37 -2.93 1.42
N 2.08 -2.44 1.47
C 1.59 -2.87 2.60
C 0.26 -2.62 3.11
C -0.16 -2.85 4.39
S -1.83 -2.49 4.54
C -1.86 -2.05 2.88
N -0.72 -2.15 2.28
H 2.31 -4.07 4.19
H 5.04 -4.93 3.66
H 6.78 -4.69 1.91
H 6.36 -3.32 -0.09
H 4.19 -2.19 -0.43
H 0.41 -3.18 5.24
H -2.79 -1.78 2.40
Se -5.00 -3.27 1.75
Te -4.11 -4.44 -0.23
Te -1.46 -3.85 -0.28
Se -1.43 -4.74 -2.63
C -4.41 0.40 2.55
C -4.38 1.86 2.90
C -5.48 2.42 3.54
C -5.48 3.75 3.96
C -4.36 4.53 3.73
C -3.26 3.99 3.08
C -3.25 2.66 2.65
P -1.77 1.95 1.79
C -1.17 3.51 1.01
C -0.17 4.28 1.59
C 0.28 5.44 0.98
C -0.27 5.84 -0.23
C -1.26 5.06 -0.82
C -1.72 3.90 -0.22
C -2.78 3.07 -0.90
C -0.64 1.65 3.17
C -1.08 1.62 4.50
C -0.27 1.14 5.51
C 0.99 0.63 5.19
C 1.43 0.62 3.89
C 0.65 1.14 2.82
C 1.12 1.15 1.48
H -5.42 0.05 2.38
H -4.01 -0.19 3.39
H -3.81 0.18 1.67
H -6.35 1.81 3.73
H -6.34 4.16 4.46
H -4.33 5.56 4.06
H -2.40 4.62 2.90
H 0.26 3.96 2.53
H 1.05 6.04 1.45
H 0.07 6.74 -0.72
H -1.68 5.38 -1.77
H -3.26 3.62 -1.71
H -3.55 2.75 -0.19
H -2.33 2.16 -1.32
H -2.07 1.98 4.74
H -0.62 1.14 6.54
H 1.63 0.24 5.98
H 2.42 0.23 3.66
H 2.19 0.93 1.38
H 0.82 2.01 0.89
O 7.39 0.92 -1.74
C 6.83 0.67 -3.00
N 5.54 0.07 -2.76
C 5.06 -0.88 -3.61
O 5.59 -1.09 -4.69
C 3.84 -1.60 -3.18
C 3.55 -2.83 -3.78
C 2.44 -3.53 -3.36
C 1.62 -2.97 -2.38
N 1.86 -1.78 -1.84
C 2.95 -1.12 -2.22
H 8.24 1.36 -1.86
H 7.43 -0.02 -3.60
H 6.70 1.60 -3.57
H 5.24 0.09 -1.79
H 4.21 -3.21 -4.54
H 2.18 -4.50 -3.78
H 0.75 -3.51 -2.04
H 3.10 -0.15 -1.75
```

The total energy is -8647.16505 Eh. Its total charge is -1. As for the orbital gap: 4.59 eV.

=====

- What is the formula in the second record?
  C46H51BaN7O5PSSe2Te2

=====

- Which value of orbital gap does entry 1 give?
  8.06 eV

=====

Copy entry 2 word for word.
C46H51BaN7O5PSSe2Te2 | ωB97M-V with the def2-TZVPD basis set

Structure (XYZ):
```
116
Properties=species:S:1:pos:R:3
Ba -0.39 -0.61 -0.18
C -5.71 -0.36 -0.83
N -4.81 -0.96 -1.81
C -5.40 -1.74 -2.89
C -3.49 -0.90 -1.63
O -2.96 -0.42 -0.62
C -2.63 -1.33 -2.80
O -1.32 -0.86 -2.52
C -0.49 -0.66 -3.62
C 0.51 0.41 -3.21
O 0.43 0.95 -2.11
N 1.43 0.80 -4.12
C 2.31 1.92 -3.84
C 1.64 0.17 -5.41
H -6.55 0.10 -1.36
H -5.17 0.41 -0.28
H -6.07 -1.10 -0.12
H -6.47 -1.77 -2.75
H -5.03 -2.77 -2.87
H -5.18 -1.30 -3.87
H -3.00 -0.87 -3.72
H -2.62 -2.43 -2.94
H -1.06 -0.30 -4.49
H 0.01 -1.59 -3.91
H 2.05 2.33 -2.87
H 2.17 2.69 -4.61
H 3.35 1.59 -3.84
H 1.06 -0.74 -5.51
H 2.70 -0.09 -5.51
H 1.38 0.85 -6.22
N 2.49 -3.63 3.31
C 3.64 -3.70 2.57
C 4.86 -4.34 2.77
C 5.82 -4.19 1.79
C 5.58 -3.42 0.65
C 4.37 -2.78 0.45
C 3.37 -2.93 1.42
N 2.08 -2.44 1.47
C 1.59 -2.87 2.60
C 0.26 -2.62 3.11
C -0.16 -2.85 4.39
S -1.83 -2.49 4.54
C -1.86 -2.05 2.88
N -0.72 -2.15 2.28
H 2.31 -4.07 4.19
H 5.04 -4.93 3.66
H 6.78 -4.69 1.91
H 6.36 -3.32 -0.09
H 4.19 -2.19 -0.43
H 0.41 -3.18 5.24
H -2.79 -1.78 2.40
Se -5.00 -3.27 1.75
Te -4.11 -4.44 -0.23
Te -1.46 -3.85 -0.28
Se -1.43 -4.74 -2.63
C -4.41 0.40 2.55
C -4.38 1.86 2.90
C -5.48 2.42 3.54
C -5.48 3.75 3.96
C -4.36 4.53 3.73
C -3.26 3.99 3.08
C -3.25 2.66 2.65
P -1.77 1.95 1.79
C -1.17 3.51 1.01
C -0.17 4.28 1.59
C 0.28 5.44 0.98
C -0.27 5.84 -0.23
C -1.26 5.06 -0.82
C -1.72 3.90 -0.22
C -2.78 3.07 -0.90
C -0.64 1.65 3.17
C -1.08 1.62 4.50
C -0.27 1.14 5.51
C 0.99 0.63 5.19
C 1.43 0.62 3.89
C 0.65 1.14 2.82
C 1.12 1.15 1.48
H -5.42 0.05 2.38
H -4.01 -0.19 3.39
H -3.81 0.18 1.67
H -6.35 1.81 3.73
H -6.34 4.16 4.46
H -4.33 5.56 4.06
H -2.40 4.62 2.90
H 0.26 3.96 2.53
H 1.05 6.04 1.45
H 0.07 6.74 -0.72
H -1.68 5.38 -1.77
H -3.26 3.62 -1.71
H -3.55 2.75 -0.19
H -2.33 2.16 -1.32
H -2.07 1.98 4.74
H -0.62 1.14 6.54
H 1.63 0.24 5.98
H 2.42 0.23 3.66
H 2.19 0.93 1.38
H 0.82 2.01 0.89
O 7.39 0.92 -1.74
C 6.83 0.67 -3.00
N 5.54 0.07 -2.76
C 5.06 -0.88 -3.61
O 5.59 -1.09 -4.69
C 3.84 -1.60 -3.18
C 3.55 -2.83 -3.78
C 2.44 -3.53 -3.36
C 1.62 -2.97 -2.38
N 1.86 -1.78 -1.84
C 2.95 -1.12 -2.22
H 8.24 1.36 -1.86
H 7.43 -0.02 -3.60
H 6.70 1.60 -3.57
H 5.24 0.09 -1.79
H 4.21 -3.21 -4.54
H 2.18 -4.50 -3.78
H 0.75 -3.51 -2.04
H 3.10 -0.15 -1.75
```

The total energy is -8647.16505 Eh. Its total charge is -1. As for the orbital gap: 4.59 eV.